The following is a DFT calculation (ωB97M-V with the def2-TZVPD basis set) of a 9-piece molecular cluster, C50H108BrF6N6O6S2 overall at a distorted geometry.

Output
DFT total energy (eV): -182822.4416
HOMO (eV): -13.292
HOMO-LUMO gap (eV): 8.7
LUMO energy (eV): -4.56
Total charge: +3

Last column: Löwdin charge in e.
CARTESIAN COORDINATES (ANGSTROEM)
Br (-2.003, -0.976, -2.597)  -0.003
C (1.960, 6.256, -1.810)  -0.082
C (0.769, 5.282, -1.816)  -0.203
C (0.913, 4.456, -3.105)  -0.157
N (-0.134, 3.425, -3.285)  -0.301
C (-0.241, 2.490, -2.188)  0.000
C (0.212, 2.664, -4.508)  -0.083
C (-1.123, 1.919, -4.835)  -0.136
C (-2.162, 2.964, -4.331)  -0.118
C (-1.397, 4.120, -3.635)  -0.082
H (1.967, 6.902, -0.953)  0.063
H (1.906, 7.003, -2.594)  0.079
H (2.901, 5.631, -1.746)  0.102
H (-0.218, 5.720, -1.765)  0.103
H (0.841, 4.522, -0.981)  0.123
H (1.873, 3.931, -3.145)  0.127
H (0.914, 5.107, -4.024)  0.153
H (-0.938, 1.674, -2.342)  0.038
H (-0.606, 2.910, -1.260)  0.112
H (0.744, 2.134, -1.965)  0.087
H (0.957, 1.981, -4.241)  0.109
H (0.541, 3.359, -5.292)  0.151
H (-1.206, 1.040, -4.240)  -0.018
H (-1.147, 1.656, -5.921)  0.132
H (-2.845, 2.446, -3.631)  0.110
H (-2.763, 3.412, -5.114)  0.112
H (-1.870, 4.403, -2.700)  0.133
H (-1.283, 5.009, -4.238)  0.140
C (5.984, -3.281, -0.519)  -0.092
C (6.924, -3.229, -1.722)  -0.213
C (7.299, -1.760, -2.039)  -0.141
N (8.378, -1.507, -3.007)  -0.277
C (9.700, -1.960, -2.531)  0.018
C (8.469, -0.016, -3.383)  -0.085
C (9.271, -0.020, -4.626)  -0.175
C (8.848, -1.258, -5.373)  -0.148
C (8.029, -2.114, -4.404)  -0.063
H (5.273, -2.449, -0.423)  0.070
H (6.649, -3.234, 0.365)  0.086
H (5.497, -4.268, -0.406)  0.086
H (6.428, -3.629, -2.608)  0.106
H (7.744, -3.846, -1.415)  0.097
H (7.501, -1.193, -1.117)  0.156
H (6.461, -1.292, -2.526)  0.107
H (10.513, -1.791, -3.298)  0.126
H (9.647, -3.027, -2.243)  0.113
H (9.950, -1.364, -1.650)  0.118
H (8.993, 0.524, -2.620)  0.138
H (7.471, 0.341, -3.435)  0.117
H (10.383, -0.065, -4.451)  0.134
H (9.099, 0.864, -5.273)  0.142
H (9.784, -1.909, -5.601)  0.149
H (8.296, -1.223, -6.326)  0.127
H (8.341, -3.164, -4.262)  0.141
H (6.971, -2.103, -4.427)  0.114
C (-8.477, 1.120, 1.855)  -0.073
C (-7.783, 0.960, 0.481)  -0.209
C (-6.892, -0.341, 0.361)  -0.113
N (-5.939, -0.372, -0.829)  -0.230
C (-4.816, 0.650, -0.784)  0.014
C (-6.805, -0.242, -2.134)  -0.077
C (-6.319, -1.394, -2.967)  -0.159
C (-6.161, -2.450, -1.903)  -0.155
C (-5.303, -1.735, -0.893)  -0.132
H (-9.163, 0.262, 2.002)  0.091
H (-8.934, 2.084, 1.987)  0.073
H (-7.682, 1.193, 2.595)  0.061
H (-7.154, 1.772, 0.225)  0.078
H (-8.570, 0.876, -0.312)  0.111
H (-7.583, -1.212, 0.258)  0.141
H (-6.287, -0.477, 1.268)  0.104
H (-4.097, 0.403, -0.034)  0.063
H (-5.307, 1.594, -0.661)  0.092
H (-4.408, 0.538, -1.788)  0.051
H (-6.736, 0.776, -2.528)  0.139
H (-7.867, -0.394, -1.852)  0.129
H (-5.366, -1.142, -3.469)  0.111
H (-7.105, -1.743, -3.641)  0.133
H (-5.753, -3.330, -2.373)  0.120
H (-7.119, -2.772, -1.477)  0.126
H (-4.282, -1.538, -1.260)  0.027
H (-5.152, -2.124, 0.091)  0.119
C (-3.202, -1.828, -5.908)  -0.108
C (-1.658, -1.897, -5.977)  -0.243
C (-1.093, -3.084, -5.214)  -0.190
N (0.398, -3.087, -5.126)  -0.293
C (0.895, -3.484, -6.437)  0.008
C (0.736, -4.122, -4.109)  -0.127
C (2.033, -3.711, -3.533)  -0.157
C (2.011, -2.162, -3.495)  -0.100
C (0.938, -1.767, -4.598)  -0.070
H (-3.495, -0.792, -6.171)  0.082
H (-3.623, -2.152, -4.958)  0.033
H (-3.650, -2.445, -6.724)  0.087
H (-1.290, -0.994, -5.473)  0.047
H (-1.413, -1.936, -7.054)  0.122
H (-1.388, -4.031, -5.619)  0.135
H (-1.376, -2.956, -4.208)  0.012
H (1.046, -2.617, -7.061)  0.104
H (0.190, -4.220, -6.863)  0.125
H (1.902, -3.954, -6.344)  0.124
H (0.572, -5.093, -4.589)  0.150
H (-0.025, -4.014, -3.280)  0.157
H (2.829, -3.920, -4.278)  0.114
H (2.327, -4.141, -2.584)  0.123
H (2.978, -1.652, -3.757)  0.125
H (1.795, -1.860, -2.494)  0.094
H (1.362, -1.293, -5.488)  0.127
H (0.126, -1.137, -4.184)  0.034
C (-6.803, -2.487, 6.082)  -0.065
C (-5.319, -2.879, 5.919)  -0.226
C (-4.904, -2.832, 4.473)  -0.141
N (-3.441, -3.284, 4.342)  -0.234
C (-2.582, -2.271, 4.971)  0.016
C (-2.974, -3.533, 2.903)  -0.101
C (-1.970, -4.710, 2.973)  -0.157
C (-2.660, -5.665, 3.918)  -0.152
C (-3.512, -4.763, 4.911)  -0.046
H (-7.105, -1.552, 5.690)  0.064
H (-6.995, -2.519, 7.181)  0.099
H (-7.447, -3.255, 5.690)  0.073
H (-5.267, -3.890, 6.298)  0.096
H (-4.680, -2.221, 6.509)  0.117
H (-4.926, -1.820, 4.158)  0.090
H (-5.504, -3.410, 3.808)  0.131
H (-2.670, -2.502, 6.025)  0.103
H (-2.948, -1.287, 4.676)  0.083
H (-1.548, -2.354, 4.665)  0.107
H (-2.611, -2.495, 2.505)  0.150
H (-3.869, -3.764, 2.273)  0.138
H (-1.029, -4.394, 3.446)  0.116
H (-1.792, -5.125, 1.975)  0.124
H (-2.119, -6.406, 4.476)  0.104
H (-3.386, -6.330, 3.307)  0.143
H (-3.279, -4.852, 5.964)  0.126
H (-4.598, -5.069, 4.742)  0.140
C (3.211, 4.185, 10.089)  -0.077
C (2.699, 4.584, 8.689)  -0.216
C (2.721, 3.378, 7.741)  -0.143
N (2.001, 3.686, 6.500)  -0.316
C (0.607, 4.244, 6.718)  0.053
C (1.809, 2.393, 5.685)  -0.077
C (1.761, 2.849, 4.222)  -0.111
C (2.520, 4.209, 4.202)  -0.104
C (2.852, 4.578, 5.653)  -0.092
H (4.226, 3.843, 10.173)  0.080
H (2.477, 3.415, 10.309)  0.079
H (3.147, 4.911, 10.845)  0.065
H (3.311, 5.418, 8.397)  0.107
H (1.667, 5.016, 8.897)  0.132
H (2.104, 2.586, 8.142)  0.135
H (3.732, 3.037, 7.429)  0.157
H (0.192, 4.208, 5.737)  0.097
H (0.751, 5.257, 7.094)  0.103
H (0.054, 3.617, 7.441)  0.133
H (0.968, 1.951, 6.162)  0.122
H (2.660, 1.795, 5.982)  0.130
H (0.715, 2.917, 4.033)  0.093
H (2.212, 2.026, 3.684)  0.121
H (1.982, 5.040, 3.709)  0.127
H (3.459, 4.031, 3.638)  0.126
H (2.590, 5.649, 5.875)  0.156
H (3.817, 4.400, 6.048)  0.115
C (-2.429, 1.312, 2.331)  -0.703
F (-2.387, 1.399, 1.008)  0.128
F (-1.447, 0.536, 2.792)  0.117
F (-2.124, 2.498, 2.863)  0.116
S (-4.044, 0.769, 2.904)  0.432
O (-3.914, 0.882, 4.348)  -0.299
O (-4.925, 1.708, 2.236)  -0.280
O (-4.038, -0.565, 2.422)  -0.324
C (4.435, 2.255, -0.280)  -0.646
F (4.892, 3.349, -0.908)  0.113
F (5.343, 1.855, 0.617)  0.126
F (3.301, 2.638, 0.411)  0.059
S (3.962, 1.046, -1.541)  0.398
O (3.663, -0.132, -0.805)  -0.296
O (2.923, 1.832, -2.150)  -0.319
O (5.152, 0.982, -2.331)  -0.313

***

The following is a DFT calculation (ωB97M-V with the def2-TZVPD basis set) of a 2-piece molecular cluster, C12H12 overall at a distorted geometry.

Output
DFT total energy (eV): -12633.9413
HOMO (eV): -8.822
HOMO-LUMO gap (eV): 9.7
LUMO energy (eV): 0.91
Total charge: 0
SMILES string: c1ccccc1.c1ccccc1

Last column: Löwdin charge in e.
CARTESIAN COORDINATES (ANGSTROEM)
C (-2.259, -0.275, -1.320)  -0.138
C (-2.680, 0.980, -0.911)  -0.104
C (-2.788, 1.276, 0.480)  -0.117
C (-2.768, 0.228, 1.392)  -0.055
C (-2.358, -1.097, 0.780)  -0.116
C (-2.144, -1.479, -0.535)  -0.072
H (-2.000, -0.478, -2.340)  0.088
H (-2.433, 1.856, -1.680)  0.145
H (-2.908, 2.230, 0.792)  0.055
H (-3.264, -0.097, 2.404)  0.135
H (-2.043, -1.759, 1.597)  0.085
H (-2.017, -2.456, -0.988)  0.105
C (2.920, -1.308, 0.062)  -0.100
C (1.568, -0.855, 0.075)  -0.121
C (1.073, 0.369, -0.174)  -0.097
C (1.999, 1.405, -0.050)  -0.066
C (3.415, 1.077, 0.149)  -0.093
C (3.906, -0.296, -0.036)  -0.120
H (3.483, -2.344, -0.024)  0.133
H (0.856, -1.517, 0.415)  0.069
H (0.090, 0.439, -0.208)  0.031
H (1.746, 2.520, -0.100)  0.117
H (4.065, 1.923, 0.291)  0.070
H (5.127, -0.466, 0.366)  0.166

***

The following is a DFT calculation (ωB97M-V with the def2-TZVPD basis set) of an isolated ion of composition C2H6N3 and charge +1 at a distorted geometry.

Output
DFT total energy (eV): -6630.5159
HOMO (eV): -15.969
HOMO-LUMO gap (eV): 10.6
LUMO energy (eV): -5.35
Total charge: +1
SMILES string: CN=[N+]=NC

Last column: Löwdin charge in e.
CARTESIAN COORDINATES (ANGSTROEM)
C (-2.346, 0.224, 0.007)  -0.034
N (-1.149, -0.466, 0.294)  0.132
N (-0.015, -0.424, -0.056)  0.067
N (1.109, -0.677, -0.358)  0.132
C (2.357, -0.098, -0.059)  -0.026
H (-2.343, 0.931, -0.826)  0.100
H (-3.225, -0.467, 0.110)  0.121
H (-2.496, 0.933, 0.949)  0.154
H (2.255, 0.637, 0.764)  0.113
H (3.116, -0.970, 0.107)  0.152
H (2.737, 0.377, -0.931)  0.089

***

The following is a DFT calculation (ωB97M-V with the def2-TZVPD basis set) of an isolated ion of composition C5H11N2S and charge +1 at a distorted geometry.

Output
DFT total energy (eV): -19168.5094
HOMO (eV): -13.025
HOMO-LUMO gap (eV): 9.2
LUMO energy (eV): -3.82
Total charge: +1

Last column: Löwdin charge in e.
CARTESIAN COORDINATES (ANGSTROEM)
C (-1.558, 0.206, -0.089)  -0.505
C (-1.671, -1.334, -0.256)  -0.374
C (0.927, -0.551, -0.299)  -0.504
C (-2.866, 0.778, 0.404)  -0.054
C (2.828, 0.876, -0.154)  -0.026
N (-0.538, 0.896, -0.068)  0.204
N (2.061, -0.167, 0.501)  -0.088
S (-0.014, -2.026, 0.000)  0.911
H (-2.502, -1.841, 0.176)  0.077
H (-1.728, -1.604, -1.353)  0.097
H (1.078, -0.348, -1.424)  0.126
H (-3.396, 0.962, -0.557)  0.094
H (-2.715, 1.807, 0.905)  0.110
H (-3.662, 0.240, 1.049)  0.121
H (3.818, 0.854, 0.300)  0.107
H (2.979, 0.490, -1.251)  0.152
H (2.419, 1.845, -0.067)  0.094
H (1.878, -0.012, 1.581)  0.245
H (2.661, -1.069, 0.601)  0.215

***

The following is a DFT calculation (ωB97M-V with the def2-TZVPD basis set) of a 2-piece molecular cluster, C5H10N2O overall at a distorted geometry.

Output
DFT total energy (eV): -10371.9938
HOMO (eV): -8.645
HOMO-LUMO gap (eV): 9.2
LUMO energy (eV): 0.57
Total charge: 0
SMILES string: C/N=C/N.CC#CO

Last column: Löwdin charge in e.
CARTESIAN COORDINATES (ANGSTROEM)
C (-1.999, 0.461, 1.299)  -0.156
N (-1.025, -0.349, 0.624)  -0.049
C (-0.376, -1.213, 1.289)  -0.318
N (0.458, -2.105, 0.692)  0.087
H (-2.049, 0.257, 2.380)  0.067
H (-2.983, 0.291, 0.865)  0.069
H (-1.746, 1.515, 1.167)  0.067
H (-0.457, -1.314, 2.385)  0.126
H (0.657, -1.887, -0.274)  0.068
H (1.259, -2.400, 1.217)  0.084
C (-0.148, 1.487, -1.785)  -0.114
C (0.927, 0.696, -1.212)  -0.100
C (1.901, 0.000, -1.033)  -0.193
O (3.089, -0.542, -0.799)  0.036
H (-0.101, 2.520, -1.442)  0.075
H (-0.102, 1.452, -2.873)  0.075
H (-1.102, 1.063, -1.462)  0.057
H (3.798, 0.067, -1.039)  0.117

***

The following is a DFT calculation (ωB97M-V with the def2-TZVPD basis set) of C34H46CaN3O7P2S as an isolated structure.

Output
DFT total energy (eV): -102673.6124
HOMO (eV): -4.813
HOMO-LUMO gap (eV): 7.3
LUMO energy (eV): 2.45
Total charge: -1

Last column: Löwdin charge in e.
CARTESIAN COORDINATES (ANGSTROEM)
Ca (-1.210, 0.199, -0.860)  1.315
C (-4.722, -1.712, 2.017)  -0.067
C (-3.634, -0.753, 1.547)  -0.375
C (-4.163, 0.113, 0.394)  -0.052
C (-3.067, 0.147, 2.626)  -0.132
C (-3.874, 0.673, 3.623)  -0.037
C (-3.373, 1.581, 4.546)  -0.078
C (-2.055, 1.984, 4.462)  -0.043
C (-1.206, 1.479, 3.479)  -0.135
C (0.229, 1.965, 3.409)  -0.370
C (0.303, 3.491, 3.333)  -0.052
C (1.030, 1.429, 4.599)  -0.057
C (-1.718, 0.538, 2.583)  -0.158
N (-0.881, -0.002, 1.558)  0.018
C (-0.088, -0.950, 1.881)  -0.096
C (0.860, -1.656, 1.019)  -0.160
C (1.229, -2.927, 1.489)  -0.049
C (2.140, -3.724, 0.839)  -0.100
C (2.749, -3.221, -0.315)  -0.091
C (2.439, -1.966, -0.777)  -0.045
C (1.466, -1.138, -0.158)  -0.300
N (1.126, 0.075, -0.730)  -0.074
C (2.215, 0.830, -1.213)  -0.184
C (3.372, 1.003, -0.412)  -0.141
C (4.517, 1.559, -0.966)  -0.059
C (4.532, 2.046, -2.262)  -0.090
C (3.347, 2.049, -2.972)  -0.054
C (2.182, 1.479, -2.466)  -0.133
C (0.912, 1.673, -3.270)  -0.382
C (0.537, 3.161, -3.312)  -0.055
C (1.004, 1.115, -4.691)  -0.066
C (3.365, 0.758, 1.090)  -0.361
C (4.363, -0.306, 1.548)  -0.048
C (3.624, 2.080, 1.820)  -0.059
H (-5.007, -2.359, 1.184)  0.072
H (-5.619, -1.183, 2.348)  0.068
H (-4.372, -2.341, 2.838)  0.083
H (-2.822, -1.370, 1.163)  0.094
H (-5.090, 0.608, 0.699)  0.091
H (-4.372, -0.502, -0.484)  0.067
H (-3.484, 0.933, 0.137)  0.038
H (-4.914, 0.376, 3.678)  0.103
H (-4.018, 1.983, 5.319)  0.097
H (-1.672, 2.709, 5.170)  0.107
H (0.674, 1.575, 2.493)  0.108
H (-0.094, 3.956, 4.238)  0.072
H (-0.259, 3.870, 2.478)  0.062
H (1.342, 3.809, 3.225)  0.069
H (0.573, 1.741, 5.542)  0.076
H (2.053, 1.807, 4.579)  0.060
H (1.068, 0.337, 4.594)  0.074
H (-0.118, -1.324, 2.911)  0.139
H (0.758, -3.286, 2.399)  0.110
H (2.382, -4.709, 1.214)  0.092
H (3.474, -3.822, -0.851)  0.102
H (2.927, -1.580, -1.665)  0.125
H (5.407, 1.650, -0.353)  0.103
H (5.433, 2.473, -2.685)  0.092
H (3.316, 2.513, -3.952)  0.104
H (0.084, 1.190, -2.754)  0.061
H (1.290, 3.730, -3.863)  0.075
H (0.457, 3.580, -2.309)  0.061
H (-0.427, 3.294, -3.807)  0.086
H (1.694, 1.718, -5.285)  0.072
H (0.027, 1.149, -5.177)  0.080
H (1.356, 0.085, -4.706)  0.069
H (2.366, 0.431, 1.376)  0.102
H (5.383, -0.021, 1.277)  0.074
H (4.149, -1.275, 1.097)  0.062
H (4.326, -0.420, 2.635)  0.078
H (4.621, 2.467, 1.598)  0.073
H (3.557, 1.933, 2.900)  0.061
H (2.896, 2.838, 1.525)  0.085
C (-1.099, -4.313, -3.455)  -0.067
C (-2.029, -3.144, -3.181)  -0.582
O (-3.180, -3.215, -4.036)  -0.083
P (-1.241, -1.555, -3.611)  0.469
O (-1.208, -1.602, -5.203)  -0.099
O (0.300, -1.649, -3.277)  -0.107
O (-1.939, -0.355, -3.070)  -0.362
P (-2.592, -3.017, -1.420)  0.335
O (-2.344, -4.479, -0.766)  -0.134
O (-4.059, -2.758, -1.500)  -0.302
O (-1.626, -2.087, -0.745)  -0.412
H (-0.744, -4.288, -4.486)  0.083
H (-1.640, -5.243, -3.285)  0.083
H (-0.239, -4.282, -2.786)  0.086
H (-3.930, -2.964, -3.462)  0.074
H (-2.051, -1.975, -5.509)  0.087
H (0.604, -1.187, -2.466)  0.053
H (-3.187, -4.950, -0.785)  0.075
S (-1.446, 5.267, -0.178)  0.429
C (-1.579, 3.658, -0.405)  -1.023
N (-1.669, 2.500, -0.559)  -0.083

***

Look up the LUMO energy of the fourth one. -3.82 eV